Model one:
Molecular formula: C27H26FeN7O5S4
Method: DFT, wB97M-V/def2-TZVPD

Structure (XYZ):
```
70
C27H26FeN7O5S4, DFT wB97M-V/def2-TZVPD
Fe -0.04665 2.87343 -0.06987
S -2.02752 3.78398 0.65430
S -0.34086 1.04719 2.97512
S -4.40442 1.97134 1.28008
S 0.15701 -6.01153 -0.95634
O -0.50293 -6.00533 0.34427
O 0.74541 1.16816 3.92139
O 1.45790 -6.66875 -0.97447
O -0.71567 -6.39516 -2.05780
O -1.56829 1.73725 3.25837
N -2.53835 1.33721 -0.34437
N 0.13704 1.43868 1.49615
N 1.51018 4.94804 1.51853
N -1.37300 1.73944 -0.99609
N 0.39246 3.25964 -2.08505
N 1.13936 -0.26334 -2.33379
N 1.70896 1.81559 -0.03291
C -0.33421 2.73203 -4.30915
C -1.29835 -3.38337 2.57120
C -0.68158 -0.67841 2.80867
C 3.52736 0.04565 0.97929
C 1.39580 1.11139 1.07190
C 2.91386 1.70408 -0.59993
C 0.93974 4.16288 0.87558
C 3.86562 0.84235 -0.12511
C -0.55188 -2.91525 3.65010
C 1.24696 4.14509 -2.59682
C 1.64649 -3.92292 -2.00289
C -1.61729 -4.84704 2.43703
C 1.87414 -2.59342 -2.33436
C -1.43337 -1.12110 1.72830
C -2.89231 2.29547 0.46044
C -1.41284 1.73526 -2.28270
C -0.35551 -3.29972 -0.85843
C 0.54582 3.66584 -4.82814
C -1.73442 -2.46822 1.61888
C 0.97348 -1.61084 -1.94398
C -4.49462 3.31794 2.46750
C 2.30191 0.16585 1.58338
C -0.24009 -1.57030 3.77703
C -0.38993 2.56868 -2.93460
C 1.35169 4.38688 -3.95738
C -0.13593 -1.97281 -1.18673
C 0.52909 -4.29073 -1.26532
H -0.98079 2.14304 -4.94427
H 2.03040 -0.43996 2.43508
H 0.60020 3.83322 -5.89574
H 4.23896 -0.67477 1.36122
H -2.12583 -5.21732 3.32972
H -0.70549 -5.43154 2.30725
H 4.82716 0.76373 -0.61017
H 2.05022 5.12797 -4.31901
H 3.09944 2.32992 -1.46682
H -3.63026 3.28580 3.12573
H 1.99243 5.47524 2.21068
H 2.75950 -2.31170 -2.89650
H -0.20031 -3.61827 4.39657
H -1.77131 -0.41953 0.97681
H 1.87043 4.67100 -1.88409
H 0.35193 -1.20465 4.60510
H -2.25305 -5.03575 1.57440
H 2.33912 -4.69799 -2.30407
H -4.55902 4.28035 1.96604
H -2.23082 1.27473 -2.82901
H 0.69009 0.36010 -1.68283
H -5.40716 3.13441 3.03404
H -2.30667 -2.81781 0.76803
H 2.09032 -0.00137 -2.54228
H -0.82202 -1.20180 -0.84652
H -1.21773 -3.58812 -0.27065
```

Properties
HOMO (alpha / beta) (eV): -5.01 / -5.01
LUMO energy (alpha / beta) (eV): 1.0 / 1.0
Total charge: -1

***

Model two:
Molecular formula: C27H26FeN7O5S4
Method: DFT, wB97M-V/def2-TZVPD

Structure (XYZ):
```
70
C27H26FeN7O5S4, DFT wB97M-V/def2-TZVPD
Fe 0.22108 -1.33495 0.53241
S -2.17855 -7.63809 -2.20378
S -0.32782 -1.00550 2.69141
S 3.54693 -1.10663 0.61866
S -3.07704 -1.70572 3.88214
O -2.24129 -7.03803 -3.53057
O 4.50896 -0.19408 1.18160
O -3.45986 -7.73136 -1.52270
O -1.37018 -8.84839 -2.13515
O 3.60336 -2.47450 1.07559
N -2.38532 -2.15934 1.44456
N 0.71633 1.35035 0.83830
N 2.02333 -0.54400 0.76672
N -1.34275 0.89947 -0.30756
N 0.80958 -3.41589 0.83922
N -1.52641 -2.03588 0.42763
N 0.13630 -1.45695 -1.38848
C 4.19409 -2.40769 -3.13366
C 4.48509 -0.02635 -3.13729
C 0.85105 -0.86432 -2.34358
C -0.26849 -2.07382 -4.06808
C 2.65939 1.34859 2.22274
C -2.11069 -1.05845 5.27202
C 4.76796 -1.29751 -5.30400
C -1.93902 -1.66681 2.56276
C -1.23347 -6.43014 -1.23987
C -1.66055 -6.06433 0.02592
C 0.16625 -4.49968 0.17234
C -0.95404 -5.10402 0.73686
C 4.47778 -1.23458 -3.83014
C -0.28352 0.50249 0.26569
C 1.86100 0.71090 1.27250
C 1.26841 3.29268 2.08934
C -0.91401 -2.23716 -1.76902
C -0.09742 -5.86729 -1.79075
C -1.83190 -2.53918 -0.72822
C 4.19769 0.01404 -1.78298
C 0.68323 -1.12232 -3.68621
C 0.47607 2.64074 1.19806
C 0.60542 -4.90351 -1.08387
C -1.08015 -2.62150 -3.10901
C 3.89723 -1.16405 -1.11696
C 3.90989 -2.37880 -1.78073
C 2.37005 2.62975 2.63675
H -2.75163 -3.09344 -0.86905
H 1.28285 -0.60552 -4.42228
H 1.58103 -0.14522 -2.00061
H 3.51193 0.82321 2.61558
H 1.47635 -4.42293 -1.51860
H 3.91613 -1.71732 -5.84276
H 4.72025 0.89049 -3.66495
H -1.49092 1.90931 -0.41740
H 4.97888 -0.31038 -5.71328
H 3.71466 -3.28950 -1.23085
H 0.20727 -6.17980 -2.78154
H -0.40965 3.07880 0.76384
H 4.19585 -3.35177 -3.66561
H -1.85671 -3.33818 -3.34536
H -2.55252 -6.53016 0.42266
H -1.30315 -4.77689 1.71106
H 0.67630 -3.48413 1.84298
H 4.20806 0.94168 -1.22315
H 1.02040 4.30416 2.37937
H 5.62413 -1.94489 -5.49940
H -1.55845 -1.86434 5.74890
H -2.83008 -0.63130 5.96747
H -0.37116 -2.34829 -5.10989
H 1.80664 -3.38788 0.67773
H -1.42726 -0.29780 4.90743
H 2.98643 3.11201 3.38219
```

Properties
HOMO (eV): -5.12
LUMO energy (eV): 1.2
Total charge: -1

***

Least stable of them? model one.

***

Model one:
Molecular formula: C17H39AuO2P3
Method: DFT, wB97M-V/def2-TZVPD

Structure (XYZ):
```
62
C17H39AuO2P3, DFT wB97M-V/def2-TZVPD
Au 0.70943 -0.16522 -0.67526
P -0.76614 1.49851 0.14066
P -3.09267 -1.53166 0.34680
P 0.94849 -2.51837 -0.09146
O 4.89692 2.96044 1.36009
O -1.17333 -1.16019 3.53737
C 1.31470 -0.77609 -2.62140
C -0.03857 3.13038 0.46404
C -3.15288 -3.28189 0.89109
C 3.55596 5.23757 -1.14722
C 2.50209 3.08750 -1.41217
C 2.45572 -0.40711 -1.80807
C 3.21660 2.58756 -0.32983
C 4.15023 3.42080 0.31700
C 2.66055 4.41386 -1.83528
C 2.61150 -3.26657 -0.12191
C -4.49135 -0.91000 1.39427
C -3.97411 -1.65841 -1.24804
C -0.01723 -3.54511 -1.24187
C -1.65353 1.17113 1.69188
C 4.30705 4.75355 -0.07699
C 0.33621 -2.91906 1.55318
C -2.00755 1.80559 -1.16447
H -0.23559 -3.84951 1.51856
H 0.30384 -3.39973 -2.27624
H 0.19353 3.63577 -0.47858
H 3.66042 6.27476 -1.43818
H -2.65539 -3.37640 1.86357
H 3.10069 -1.16048 -1.34711
H -2.54034 2.74996 -0.97420
H 3.08920 1.56477 0.04258
H 4.65828 2.04428 1.50639
H -0.53321 -0.84522 4.19842
H 1.11188 -1.81173 -2.90503
H -1.91213 -1.54220 4.03894
H -4.90564 -2.22058 -1.12526
H -2.63829 -3.92695 0.17345
H -1.07361 -3.27291 -1.15850
H 0.11610 -4.60102 -0.98133
H -4.16616 -0.85755 2.44402
H 1.79324 2.41865 -1.89717
H 0.95490 -0.03526 -3.34086
H -1.34150 1.92476 2.43008
H -4.78480 0.09711 1.06599
H -1.47610 1.87983 -2.12398
H 4.99334 5.39412 0.46949
H 2.91357 0.55897 -2.03463
H -1.39454 0.18304 2.10467
H -4.19619 -3.60005 0.98237
H 1.19248 -3.05730 2.21937
H -2.73401 0.98101 -1.22364
H -0.28937 -2.13104 1.98179
H -2.74421 1.24605 1.57215
H 0.89605 2.99977 1.02085
H 2.08897 4.77443 -2.69133
H 3.08595 -3.20144 -1.10970
H -4.20217 -0.65745 -1.63103
H -0.72449 3.75969 1.04613
H 2.52461 -4.31847 0.18181
H -5.34441 -1.59848 1.30504
H -3.33540 -2.17308 -1.97423
H 3.25241 -2.77733 0.62293
```

Properties
HOMO (alpha / beta) (eV): -15.33 / -15.29
Spin multiplicity: 3
LUMO energy (alpha / beta) (eV): -10.4 / -13.4
Total charge: +3

***

Model two:
Molecular formula: C17H39AuO2P3
Method: DFT, wB97M-V/def2-TZVPD

Structure (XYZ):
```
62
C17H39AuO2P3, DFT wB97M-V/def2-TZVPD
Au -0.14506 0.45191 0.06794
P 1.80430 -0.59911 0.85836
P -0.82975 -0.23665 3.23121
P -2.39133 0.66900 -0.14601
O -1.39931 -3.16845 1.90696
O 0.48642 -0.67527 -4.86615
C 1.66927 -2.15115 1.78871
C -0.64238 1.84487 -4.88002
C -0.05078 -1.46989 4.36245
C 3.62949 0.22741 -3.65632
C -3.15394 2.00285 0.79312
C 2.80122 0.55458 1.85031
C 2.86580 -1.15190 -0.50684
C 3.16606 1.38233 -2.99073
C -3.23275 -0.85056 0.38817
C 1.01980 0.36307 -2.65100
C 1.97198 1.27967 -2.21462
C -0.39142 1.26648 4.18549
C -2.55979 -0.43815 3.81544
C -2.67797 0.86387 -1.94126
C 2.70070 -0.72950 -4.01824
C 1.34591 -0.39703 -3.80555
C -0.20067 2.53942 -3.79989
H 1.81776 2.04490 -1.43975
H 0.69749 1.42537 4.17617
H -0.17725 -2.47682 3.92144
H -2.92235 1.91155 1.86221
H 3.82515 0.16298 1.93789
H -2.29293 1.83947 -2.29042
H 0.66548 -2.59318 1.67392
H -0.08406 1.80685 -5.88170
H 0.01544 0.34442 -2.25980
H 2.82284 1.52888 1.33945
H -0.90039 3.07644 -3.13271
H -2.55250 -1.56812 0.88528
H -2.94697 -1.41471 3.48805
H -4.04647 -0.59760 1.08858
H 3.31678 -0.27811 -0.99067
H -2.54692 -0.39128 4.91545
H -0.55432 -1.42799 5.34795
H -2.76365 2.96216 0.43541
H 4.67396 0.10935 -3.94392
H -0.74697 1.12824 5.22057
H -3.65552 -1.31885 -0.51337
H -1.68085 -3.97294 2.38084
H 1.87291 -1.97359 2.84809
H 0.20428 -1.54272 -4.58488
H 2.23607 -1.67717 -1.23729
H -3.20803 0.35500 3.41640
H -0.87353 2.14425 3.73097
H 0.88723 2.64810 -3.64426
H 2.36010 0.68058 2.85437
H -4.24209 1.97841 0.66108
H -3.75801 0.77481 -2.14563
H -1.24636 -3.45282 0.98713
H 3.74923 2.33129 -2.93604
H 2.97693 -1.69975 -4.43278
H -1.66601 1.41740 -4.77320
H 2.42513 -2.84798 1.40120
H 3.64606 -1.83412 -0.12899
H 1.02821 -1.25526 4.48842
H -2.14168 0.07478 -2.49701
```

Properties
HOMO (alpha / beta) (eV): -17.97 / -17.21
Spin multiplicity: 3
LUMO energy (alpha / beta) (eV): -9.1 / -12.3
Total charge: +3

***

Least stable of them? model two.

***

Model one:
Molecular formula: C4H9NO2
Method: DFT, wB97M-V/def2-TZVPD

Structure (XYZ):
```
16
C4H9NO2, DFT wB97M-V/def2-TZVPD
O -1.34048 -2.08421 0.37276
O 3.30191 -0.48533 -0.01335
N -1.46559 1.69380 -0.10977
C -1.68573 -0.84865 -0.06965
C -0.61297 0.31586 0.15247
C 2.14534 0.14105 0.37633
C 0.82865 -0.39754 -0.19677
H -0.29921 1.41490 -0.28206
H -1.63539 1.80667 -1.11276
H -1.88256 -0.89614 -1.19035
H 0.94178 -0.41415 -1.31087
H 0.67716 -1.43072 0.11301
H -0.59498 0.34526 1.24412
H 2.03961 0.10549 1.48190
H 2.18093 1.21473 0.11788
H -2.59848 -0.48101 0.42709
```

Properties
HOMO (eV): 0.78
LUMO energy (eV): 7.4
Total charge: -2

***

Model two:
Molecular formula: C4H9NO2
Method: DFT, wB97M-V/def2-TZVPD

Structure (XYZ):
```
16
C4H9NO2, DFT wB97M-V/def2-TZVPD
O -0.00547 -0.57483 -2.04069
O 0.26374 2.45497 1.02376
N -0.19420 -2.08428 1.68925
C -0.31267 0.11715 0.41792
C 0.42263 -1.08099 0.98438
C 0.52203 1.38576 0.20208
C -0.22920 -1.03666 -0.58927
H -1.07238 -1.71778 -0.57293
H 1.60178 1.06787 0.25309
H -1.33844 2.02102 -1.69760
H -1.27003 0.28032 0.93152
H 0.40030 1.66809 -0.84901
H 0.41337 -2.90282 1.73634
H 0.69413 -1.30285 -1.28700
H -1.39060 2.59396 -1.22080
H 1.49499 -0.88894 1.01897
```

Properties
HOMO (eV): 1.32
LUMO energy (eV): 7.1
Total charge: -2

***

Least stable of them? model two.

***

Model one:
Molecular formula: C4H10NS
Method: DFT, wB97M-V/def2-TZVPD

Structure (XYZ):
```
16
C4H10NS, DFT wB97M-V/def2-TZVPD
S 3.12149 1.02622 0.08825
N -1.54115 -0.65681 -0.96833
C 0.73368 2.62193 0.17195
C 1.45532 1.31071 -0.00308
C -0.56429 -1.00050 -0.25612
C -0.70221 -2.10502 0.76831
H 0.20053 -2.83877 0.74452
H -1.36542 -0.02108 -1.85625
H 0.80631 3.03106 -0.90171
H -0.74227 -1.45893 1.64790
H -0.25799 2.45845 0.43445
H -1.55675 -2.74089 0.64716
H 0.28248 -0.48138 -0.64132
H 1.24017 3.32461 0.98921
H 3.11673 -0.16496 -0.66334
H -2.50692 -1.09448 -1.04888
```

Properties
HOMO (alpha / beta) (eV): -10.37 / -13.60
Spin multiplicity: 3
LUMO energy (alpha / beta) (eV): -4.6 / -4.8
Total charge: +1

***

Model two:
Molecular formula: C4H10NS
Method: DFT, wB97M-V/def2-TZVPD

Structure (XYZ):
```
16
C4H10NS, DFT wB97M-V/def2-TZVPD
S -2.38081 -0.03187 0.26854
N 0.45794 -0.90777 0.21998
C -0.58395 -1.65095 -0.54218
C -3.87196 0.67239 -0.04627
C 1.54907 -0.12268 -0.45239
C 2.38426 0.61166 0.56967
H 1.09923 -1.42871 0.90841
H 1.66738 1.33712 1.01799
H 1.02295 0.69501 -1.12092
H 3.28177 1.26039 0.11129
H -0.16141 -0.36130 0.72387
H -4.29516 1.37985 0.64524
H -0.72391 -1.17296 -1.54297
H 1.96165 -0.70610 -1.21646
H 3.03597 0.06282 1.37831
H -4.44301 0.36310 -0.92212
```

Properties
HOMO (alpha / beta) (eV): -11.36 / -13.87
Spin multiplicity: 3
LUMO energy (alpha / beta) (eV): -6.1 / -7.3
Total charge: +1

***

Least stable of them? model two.